This record from OMol25 describes an isolated molecule of C20H24N4O6S at a distorted geometry. The level of theory is wB97M-V/def2-TZVPD.

Atoms and positions in Å:
C (6.325, -1.504, -3.099)
C (5.710, -1.228, -1.769)
C (4.973, -2.195, -1.076)
C (4.440, -1.902, 0.162)
C (4.639, -0.630, 0.708)
O (4.285, -0.228, 1.950)
C (3.180, -0.843, 2.578)
C (1.865, -0.552, 1.830)
O (0.953, -1.347, 1.830)
N (1.894, 0.654, 1.220)
C (0.919, 1.243, 0.412)
C (1.160, 2.541, -0.045)
C (0.240, 3.181, -0.852)
C (-0.931, 2.535, -1.222)
C (-1.154, 1.250, -0.770)
S (-2.620, 0.351, -1.280)
O (-3.529, 1.284, -1.894)
O (-2.210, -0.783, -2.055)
N (-3.167, -0.201, 0.197)
C (-3.803, -1.502, 0.177)
C (-5.130, -1.514, -0.586)
C (-6.357, -1.132, 0.248)
C (-6.130, -0.009, 1.265)
C (-5.229, 1.124, 0.771)
C (-3.744, 0.839, 1.015)
C (-0.252, 0.590, 0.040)
C (5.331, 0.281, -0.103)
N (5.456, 1.672, 0.290)
O (6.470, 2.255, 0.020)
O (4.489, 2.164, 0.846)
N (5.861, -0.014, -1.272)
H (5.553, -1.738, -3.830)
H (6.998, -2.357, -3.035)
H (6.878, -0.630, -3.430)
H (4.822, -3.170, -1.512)
H (3.872, -2.647, 0.696)
H (3.302, -1.925, 2.693)
H (3.130, -0.393, 3.573)
H (2.731, 1.224, 1.342)
H (2.078, 3.036, 0.239)
H (0.436, 4.185, -1.197)
H (-1.671, 3.002, -1.851)
H (-3.092, -2.158, -0.328)
H (-3.926, -1.840, 1.208)
H (-5.017, -0.830, -1.429)
H (-5.292, -2.511, -1.000)
H (-7.151, -0.836, -0.441)
H (-6.711, -2.012, 0.791)
H (-7.106, 0.400, 1.535)
H (-5.696, -0.423, 2.178)
H (-5.383, 1.311, -0.291)
H (-5.476, 2.039, 1.314)
H (-3.160, 1.739, 0.805)
H (-3.586, 0.566, 2.065)
H (-0.467, -0.411, 0.370)

- relative energy (zero: lowest compared OMol25 entry of this formula, charge and spin) (kJ/mol) = 404.3
- lowest unoccupied orbital energy (eV) = -0.72
- SMILES = Cc1ccc(OCC(=O)Nc2cccc(S(=O)(=O)N3CCCCCC3)c2)c([N+](=O)[O-])n1
- orbital gap (eV) = 8.25
- HOMO (eV) = -8.97

natural (NBO) population analysis, charges in e, atoms 1 to 6: atom 1 (C): -0.6443, atom 2 (C): 0.2059, atom 3 (C): -0.2030, atom 4 (C): -0.2278, atom 5 (C): 0.2787, atom 6 (O): -0.4827


This record from OMol25 describes a structure of composition C20H24N4O7Sr at a distorted geometry. The level of theory is wB97M-V/def2-TZVPD.

Atoms and positions in Å:
N (4.891, 1.394, 2.689)
H (5.574, 1.967, 3.163)
H (4.118, 1.374, 3.338)
H (5.262, 0.474, 2.498)
H (4.575, 1.743, 1.795)
Sr (0.979, 0.637, 3.036)
C (2.942, 0.482, -1.444)
C (2.011, 0.766, -0.180)
O (2.428, 1.430, 0.926)
H (2.516, -0.021, -2.312)
H (3.639, -0.261, -1.054)
H (3.393, 1.441, -1.696)
H (1.639, -0.188, 0.193)
H (1.020, 1.118, -0.467)
C (-1.505, 0.138, -2.790)
C (-0.641, -0.190, -3.877)
C (-1.197, -0.825, -5.028)
C (-2.541, -1.187, -5.038)
C (-3.363, -0.900, -3.930)
C (-2.819, -0.329, -2.786)
N (-3.093, -2.025, -6.172)
O (-4.204, -2.469, -6.020)
O (-2.464, -2.114, -7.198)
H (-1.226, 0.557, -1.835)
H (0.360, 0.190, -3.738)
H (-0.505, -0.876, -5.855)
H (-4.317, -1.401, -3.860)
H (-3.283, -0.025, -1.860)
C (-1.070, 6.546, 1.311)
C (-2.315, 6.266, 0.668)
C (-2.673, 4.840, 0.628)
C (-1.689, 3.865, 0.979)
C (-0.515, 4.259, 1.661)
C (-0.210, 5.606, 1.860)
N (-1.834, 2.467, 0.689)
O (-1.141, 1.637, 1.382)
O (-2.605, 2.078, -0.141)
H (-0.719, 7.567, 1.327)
H (-2.993, 7.039, 0.338)
H (-3.685, 4.611, 0.328)
H (0.290, 3.582, 1.907)
H (0.709, 5.958, 2.307)
C (0.145, -6.442, 3.261)
C (0.562, -6.447, 1.958)
C (0.863, -5.204, 1.368)
C (0.569, -4.012, 2.087)
C (0.274, -4.036, 3.468)
C (0.086, -5.307, 4.000)
N (0.561, -2.785, 1.335)
O (0.497, -1.711, 1.898)
O (0.786, -2.775, 0.151)
H (-0.144, -7.394, 3.682)
H (0.488, -7.372, 1.405)
H (1.432, -5.100, 0.456)
H (0.260, -3.188, 4.136)
H (-0.120, -5.447, 5.051)

- net charge = +1
- lowest unoccupied orbital energy (spin up / spin down) (eV) = -3.75 / -3.76
- expectation value of S² = 0.7505
- orbital gap (spin up / spin down) (eV) = 4.12 / 6.54
- multiplicity = 2
- HOMO (spin up / spin down) (eV) = -7.87 / -10.30

natural (NBO) population analysis, charges in e, atoms 1 to 6: atom 1 (N): -0.8772, atom 2 (H): 0.4311, atom 3 (H): 0.3547, atom 4 (H): 0.4406, atom 5 (H): 0.4858, atom 6 (Sr): 1.1223


This record from OMol25 describes a structure of composition C20H24NO13P2V at a distorted geometry. The level of theory is wB97M-V/def2-TZVPD.

Atoms and positions in Å:
V (0.628, -0.114, -1.316)
O (-5.415, -3.665, -2.015)
C (-4.511, -4.030, -1.242)
O (-4.484, -4.961, -0.409)
C (-3.208, -3.194, -1.314)
C (-2.095, -3.574, -0.569)
C (-0.950, -2.801, -0.606)
N (-0.878, -1.685, -1.337)
C (-1.928, -1.330, -2.085)
C (-3.109, -2.052, -2.096)
C (-1.763, -0.013, -2.834)
O (-2.522, 0.256, -3.748)
O (-0.802, 0.733, -2.389)
H (-2.162, -4.463, 0.042)
H (-0.058, -3.046, -0.041)
H (-3.945, -1.733, -2.701)
O (3.894, 2.466, -0.072)
P (3.352, 1.554, -1.287)
O (3.990, 1.938, -2.550)
O (1.836, 1.506, -1.131)
O (3.870, 0.065, -0.805)
P (3.154, -0.636, 0.457)
O (4.156, -1.862, 0.768)
O (1.854, -1.243, -0.027)
O (3.128, 0.274, 1.632)
H (3.629, 2.023, 0.757)
H (4.073, -2.525, 0.073)
C (-2.000, 4.412, 5.263)
C (-1.502, 3.365, 4.302)
C (-1.523, 3.589, 2.934)
C (-1.091, 2.634, 2.017)
C (-1.103, 2.979, 0.553)
C (-0.634, 1.405, 2.526)
C (-0.154, 0.358, 1.623)
O (-0.164, 0.482, 0.406)
C (-0.576, 1.165, 3.911)
C (-0.020, -0.121, 4.475)
C (-1.017, 2.149, 4.779)
H (-2.095, 5.382, 4.775)
H (-1.324, 4.518, 6.113)
H (-2.981, 4.136, 5.656)
H (-1.877, 4.543, 2.558)
H (-1.477, 3.994, 0.417)
H (-1.721, 2.295, -0.029)
H (-0.103, 2.904, 0.119)
H (0.246, -0.563, 2.052)
H (-0.606, -0.987, 4.164)
H (-0.030, -0.085, 5.564)
H (1.010, -0.281, 4.149)
H (-0.972, 1.973, 5.849)
C (1.653, -0.750, -5.149)
C (2.240, -1.303, -3.855)
C (2.197, -2.832, -3.847)
O (1.554, -0.804, -2.774)
H (2.189, -1.129, -6.025)
H (1.716, 0.339, -5.136)
H (0.600, -1.033, -5.223)
H (3.295, -0.993, -3.808)
H (1.166, -3.173, -3.977)
H (2.559, -3.201, -2.885)
H (2.814, -3.257, -4.645)

- relative energy (zero: lowest compared OMol25 entry of this formula, charge and spin) (kJ/mol) = 28.9
- net charge = -2
- lowest unoccupied orbital energy (spin up / spin down) (eV) = 3.63 / 3.54
- expectation value of S² = 2.0105
- orbital gap (spin up / spin down) (eV) = 6.48 / 6.95
- multiplicity = 3
- HOMO (spin up / spin down) (eV) = -2.84 / -3.41

natural (NBO) population analysis, charges in e, atoms 1 to 6: atom 1 (V): 1.4518, atom 2 (O): -0.7504, atom 3 (C): 0.7338, atom 4 (O): -0.7687, atom 5 (C): -0.0600, atom 6 (C): -0.2356


This record from OMol25 describes a structure of composition C20H25Cl2LuP at a distorted geometry. The level of theory is wB97M-V/def2-TZVPD.

Atoms and positions in Å:
Lu (1.283, -0.152, -0.771)
Cl (0.634, -2.524, -0.698)
Cl (0.793, 1.699, 0.795)
C (3.357, 0.020, -0.974)
H (3.596, 1.139, -1.213)
H (3.618, -0.390, -2.044)
C (-0.936, 1.137, -2.017)
C (0.208, 0.658, -2.476)
H (-1.034, 1.789, -1.135)
C (0.355, -0.539, -3.296)
H (1.165, 1.197, -2.311)
C (-0.728, -0.505, -4.386)
H (1.372, -0.644, -3.675)
H (0.186, -1.453, -2.702)
C (-2.090, -0.376, -3.740)
H (-0.501, 0.359, -5.014)
H (-0.671, -1.400, -5.013)
C (-2.224, 0.716, -2.647)
H (-2.841, -0.186, -4.508)
H (-2.357, -1.324, -3.264)
H (-2.763, 1.586, -3.072)
H (-2.914, 0.361, -1.857)
C (-0.201, -2.873, 3.197)
P (-0.005, -1.263, 2.349)
C (-1.499, -0.410, 2.959)
C (-1.500, 0.870, 3.536)
C (-2.707, 1.488, 3.867)
C (-3.925, 0.887, 3.547)
C (-3.936, -0.383, 2.951)
C (-2.737, -1.030, 2.666)
C (1.439, -0.621, 3.272)
C (2.692, -0.804, 2.639)
C (3.818, -0.175, 3.152)
C (3.726, 0.605, 4.309)
C (2.513, 0.675, 5.007)
C (1.380, 0.022, 4.510)
H (-1.143, -3.342, 2.892)
H (-0.191, -2.711, 4.284)
H (0.639, -3.514, 2.906)
H (-0.558, 1.387, 3.724)
H (-2.688, 2.457, 4.373)
H (-4.861, 1.398, 3.751)
H (-4.882, -0.866, 2.705)
H (-2.748, -2.029, 2.214)
H (2.763, -1.408, 1.727)
H (4.778, -0.283, 2.639)
H (4.597, 1.149, 4.673)
H (2.444, 1.243, 5.933)
H (0.449, 0.041, 5.084)

- net charge = -1
- lowest unoccupied orbital energy (spin up / spin down) (eV) = 2.79 / 2.79
- orbital gap (spin up / spin down) (eV) = 4.98 / 4.98
- HOMO (spin up / spin down) (eV) = -2.19 / -2.19

Mulliken population analysis, charges in e, atoms 1 to 6: atom 1 (Lu): 0.0938, atom 2 (Cl): -0.6731, atom 3 (Cl): -0.5821, atom 4 (C): -0.8297, atom 5 (H): 0.0954, atom 6 (H): 0.1159


| no. | electronic energy (Ha) |
| --- | --- |
| 1 | -1845.084869 |
| 2 | -1552.290457 |
| 3 | -3436.715972 |
| 4 | -3274.374485 |